ORCA calculation (the ωB97M-V functional and the def2-TZVPD basis) on a structure of composition C20H28B2F4N4O8P2Ti.

## Properties
- Highest occupied orbital energy: -8.2 eV
- Frontier orbital gap: 0.2580 Eh
- Energy above the lowest of the compared OMol25 structures with the same formula, charge and spin: 259.02 kJ/mol
- F_max: 0.74 eV Å⁻¹

Each line ends with the natural charge from an NBO analysis.
Cartesian coordinates (Å):
Ti1 -0.4697 1.1124 -0.0864  1.655
P1 -1.6732 -1.2229 0.0706  0.974
P2 2.6471 0.3333 -0.6622  1.914
F1 0.8691 1.1271 4.0126  -0.525
F2 -0.6711 3.0181 -2.2751  -0.511
F3 0.7291 -1.1416 3.6472  -0.533
F4 -2.4832 2.4326 -3.6056  -0.507
O1 -0.9750 0.1895 2.8762  -0.540
O2 2.3717 1.6160 -1.6533  -0.811
O3 0.5764 2.6163 0.1959  -0.777
O4 1.5211 4.6286 0.0517  -0.496
O5 -1.4382 0.7833 -2.2988  -0.557
O6 -2.7877 2.5724 -1.3174  -0.499
O7 1.3066 0.4203 1.9124  -0.600
O8 3.0391 3.6919 -2.0685  -0.467
N1 1.0685 -0.1629 0.6496  -0.498
N2 -0.1692 0.4709 -1.8063  -0.408
N3 -2.3461 2.1037 -0.1416  -0.163
N4 -1.3546 1.0397 1.9057  -0.166
C1 -2.9793 -1.6023 1.2843  -0.949
C2 1.4247 3.4949 -0.3047  0.713
C3 2.4605 -2.0853 -2.3306  -0.644
C4 0.9556 -1.6009 0.7876  0.281
C5 2.0621 -2.3215 1.2212  -0.238
C6 0.1034 -1.0178 -3.7530  -0.676
C7 1.7770 -0.8185 -1.8656  -0.401
C8 -2.9443 2.4325 0.9435  0.254
C9 3.3555 1.3414 0.7344  -0.984
C10 0.7677 -4.3439 1.1577  -0.222
C11 -4.1051 3.3605 1.0053  -0.681
C12 1.9703 -3.6877 1.4001  -0.177
C13 -3.0767 1.7533 3.4682  -0.677
C14 4.3166 -0.3523 -1.0522  -1.003
C15 0.6062 -0.4668 -2.4485  0.209
C16 -2.3051 -2.0509 -1.4214  -0.932
C17 2.3833 2.9632 -1.4039  0.711
C18 -0.3385 -3.6216 0.7507  -0.120
C19 -2.4039 1.7388 2.1396  0.248
C20 -0.2572 -2.2410 0.5674  -0.431
B1 -1.8130 2.2483 -2.4393  1.267
B2 0.5138 0.1239 3.1351  1.262
H1 2.9778 -1.7938 1.4611  0.223
H2 4.1419 1.9317 0.2609  0.231
H3 3.1078 -2.5012 -1.5625  0.222
H4 3.8160 0.6701 1.4596  0.247
H5 -1.2788 -4.1338 0.5826  0.203
H6 0.3303 -2.0767 -3.8578  0.226
H7 -4.2746 3.8089 0.0316  0.268
H8 -3.2859 -2.6463 1.2145  0.235
H9 2.8319 -4.2448 1.7438  0.223
H10 -3.9118 4.1426 1.7410  0.244
H11 1.7184 -2.8550 -2.5451  0.217
H12 -2.6339 -3.0618 -1.1769  0.229
H13 5.0780 0.3676 -0.7684  0.247
H14 0.6934 -5.4134 1.3025  0.221
H15 0.6054 -0.4923 -4.5683  0.246
H16 -3.4646 0.7602 3.7025  0.249
H17 -5.0066 2.8287 1.3165  0.239
H18 -2.6084 -1.3967 2.2867  0.271
H19 -2.3403 1.9899 4.2366  0.268
H20 -3.1415 -1.4828 -1.8270  0.257
H21 2.6743 1.9822 1.2762  0.274
H22 4.4902 -1.2658 -0.4807  0.245
H23 4.4082 -0.5835 -2.1097  0.249
H24 3.0651 -1.9498 -3.2327  0.213
H25 -0.9640 -0.8555 -3.8698  0.248
H26 -3.8904 2.4722 3.4986  0.226
H27 -1.5260 -2.1048 -2.1752  0.249
H28 -3.8461 -0.9712 1.0768  0.238